85
Properties=species:S:1:pos:R:3:lowdin_charge:R:1 method="wB97M-V/def2-TZVPD" charge=+3 relative_energy_kcal_mol=35.60 molar_mass_g_mol=713.63 spin_multiplicity=7 homo_energy_ev="-14.83 / -14.80"
Tb 0.17 -0.42 -0.59 1.07
P -0.67 1.96 0.62 0.74
P -2.57 -0.89 -1.04 0.75
P 2.76 1.29 -1.39 0.81
H 1.95 -2.34 -5.19 0.07
C 2.72 -2.10 -4.46 -0.12
C 2.68 -2.65 -3.21 -0.21
H 2.07 -3.55 -3.08 0.07
C -1.06 3.54 -0.23 -0.24
C -2.19 1.77 1.64 -0.24
C 0.44 2.56 1.96 -0.26
C -3.17 -2.29 -2.05 -0.24
C -3.86 -0.80 0.25 -0.25
C -2.91 0.66 -2.00 -0.25
C 4.11 0.71 -2.43 -0.21
C 3.36 1.25 0.32 -0.22
C 2.37 3.04 -1.78 -0.20
H 3.54 -1.45 -4.77 0.06
H 3.40 -2.30 -2.46 0.05
H -1.31 4.35 0.47 0.08
H -1.92 3.40 -0.91 0.05
H -0.21 3.85 -0.84 0.02
H -2.25 2.55 2.42 0.08
H -2.17 0.80 2.14 0.02
H -3.10 1.82 1.03 0.04
H -0.11 3.20 2.67 0.07
H 1.28 3.13 1.56 0.04
H 0.83 1.70 2.51 0.03
H -4.03 -2.81 -1.59 0.06
H -2.33 -3.00 -2.13 0.04
H -3.41 -1.98 -3.07 0.06
H -4.41 0.15 0.27 0.06
H -3.37 -0.93 1.22 -0.02
H -4.58 -1.63 0.14 0.06
H -3.57 0.43 -2.85 0.07
H -1.98 1.09 -2.40 0.01
H -3.39 1.41 -1.36 0.04
H 4.81 1.48 -2.76 0.08
H 3.67 0.24 -3.31 0.03
H 4.65 -0.05 -1.87 0.07
H 4.22 1.91 0.52 0.10
H 3.69 0.24 0.58 0.04
H 2.59 1.52 1.05 0.01
H 3.24 3.58 -2.21 0.09
H 2.04 3.62 -0.89 0.05
H 1.56 3.08 -2.52 0.05
C -0.34 -0.43 -4.26 -0.63
C -0.23 0.92 -4.62 -0.11
C -0.82 1.31 -5.83 -0.06
C -1.51 0.38 -6.62 -0.04
C -1.72 -0.94 -6.17 -0.04
C -1.16 -1.32 -4.97 -0.13
S 0.61 -1.18 -3.02 0.65
H 1.89 0.10 -2.19 -0.05
H 0.32 1.60 -3.95 0.08
H -0.78 2.37 -6.10 0.12
H -1.91 0.69 -7.58 0.12
H -2.28 -1.69 -6.74 0.13
H -1.24 -2.34 -4.56 0.11
C 1.00 -1.29 5.93 0.04
N 1.42 -1.20 4.54 -0.03
N 0.54 -1.33 3.52 0.07
C 1.23 -1.39 2.35 -0.36
O 0.64 -1.37 1.20 -0.29
C 2.60 -1.39 2.68 0.07
C 2.67 -1.30 4.05 -0.22
C 3.87 -1.29 4.91 0.01
C -0.87 -1.17 3.72 -0.19
C -1.35 -0.14 4.54 -0.04
C -2.73 -0.02 4.75 -0.04
C -3.62 -0.89 4.12 -0.04
C -3.13 -1.89 3.27 -0.08
C -1.76 -2.00 3.03 -0.01
H 1.90 -1.42 6.53 0.10
H 0.32 -2.14 6.09 0.13
H 0.51 -0.38 6.29 0.09
H 3.41 -1.41 1.97 0.12
H 3.87 -0.44 5.60 0.11
H 3.94 -2.20 5.52 0.12
H 4.77 -1.23 4.27 0.11
H -0.66 0.60 4.98 0.12
H -3.11 0.77 5.41 0.13
H -4.69 -0.80 4.28 0.13
H -3.82 -2.56 2.75 0.13
H -1.35 -2.71 2.32 0.13